DFT (ωB97M-V with the def2-TZVPD basis set) results for a molecular structure, C34H49FeZr at a distorted geometry.

Calculated values
**Total charge**: -1
**2S+1**: 1
**LUMO**: 0.08739 Ha
**HOMO-LUMO gap**: 2.69 eV

Last column: Mulliken charge in e.
Atoms and positions in Å:
C: 0.436 0.077 3.088  -1.467
C: -0.223 -0.882 2.173  -0.887
C: 0.106 -2.270 2.021  2.063
C: 1.205 -3.003 2.722  -2.316
C: -0.976 -2.916 1.391  0.687
C: -1.175 -4.381 1.322  -2.210
C: -1.957 -1.941 1.078  0.604
C: -3.336 -2.182 0.602  -1.759
C: -1.469 -0.648 1.461  1.807
C: -2.240 0.613 1.458  -1.213
Zr: 0.600 -0.366 0.055  -0.790
C: 0.734 2.428 0.194  -0.023
C: 2.642 -0.874 0.477  -1.426
C: 0.748 -0.339 -2.296  -0.205
C: 2.085 0.153 -2.716  -1.757
C: 0.428 -1.726 -1.986  2.099
C: 1.360 -2.886 -1.952  -1.746
C: -1.000 -1.857 -2.123  1.366
C: -1.711 -3.169 -2.241  -2.121
C: -1.551 -0.581 -2.343  -0.123
C: -2.980 -0.210 -2.491  -1.970
C: -0.510 0.351 -2.436  2.144
C: -0.678 1.777 -2.844  -2.359
H: 0.988 -0.442 3.897  0.399
H: 1.162 0.741 2.594  0.060
H: -0.297 0.740 3.569  0.330
H: 0.764 -3.644 3.495  0.480
H: 1.791 -3.657 2.051  0.314
H: 1.899 -2.325 3.237  0.417
H: -1.750 -4.779 2.183  0.333
H: -1.731 -4.673 0.423  0.490
H: -0.210 -4.895 1.338  0.325
H: -4.012 -2.416 1.435  0.392
H: -3.753 -1.299 0.117  0.318
H: -2.786 -3.042 -2.480  0.253
H: -2.940 0.612 2.304  0.401
H: -1.622 1.511 1.531  0.029
H: -2.834 0.712 0.548  0.198
H: 0.504 2.516 -0.955  -0.392
H: 0.118 2.500 1.096  -0.165
H: 1.785 2.418 0.490  0.310
H: 3.176 -1.690 -0.010  0.352
H: 3.130 0.049 0.116  0.340
H: 2.912 -0.955 1.529  0.449
H: 1.968 0.935 -3.465  0.452
H: 2.671 0.579 -1.910  0.154
H: 2.701 -0.632 -3.164  0.314
H: 2.151 -2.729 -2.708  0.326
H: 1.871 -3.036 -0.984  -0.028
H: 0.839 -3.815 -2.230  0.487
H: -1.269 -3.766 -3.055  0.418
H: -1.608 -3.734 -1.304  0.302
H: -3.392 -3.011 -0.108  0.325
H: -3.171 0.473 -3.339  0.410
H: -3.620 -1.090 -2.631  0.301
H: -3.333 0.308 -1.580  0.125
H: -1.289 1.852 -3.753  0.507
H: -1.198 2.336 -2.060  0.390
H: 0.283 2.272 -3.030  0.321
C: -0.512 4.631 0.818  -1.305
C: 0.373 4.014 -0.214  0.729
C: 1.580 4.832 -0.658  1.039
C: 1.693 6.221 -1.233  -0.890
C: 3.104 6.484 -1.535  -0.689
C: 3.838 5.267 -1.201  -0.943
C: 2.895 4.283 -0.752  0.196
Fe: 2.823 6.003 0.345  -0.240
C: 2.351 5.715 2.212  -0.491
C: 1.985 7.078 1.785  -0.507
C: 3.182 7.724 1.280  -0.587
C: 4.299 6.796 1.395  -0.602
C: 3.792 5.552 1.976  -0.613
H: -0.824 5.657 0.454  0.353
H: -1.500 4.149 1.090  0.450
H: -0.132 4.827 1.870  0.113
H: -0.261 3.944 -1.139  0.082
H: 0.897 6.944 -1.417  0.488
H: 3.528 7.394 -1.985  0.456
H: 4.921 5.120 -1.444  0.448
H: 3.182 3.236 -0.578  0.515
H: 1.670 4.983 2.688  0.528
H: 0.984 7.549 1.931  0.426
H: 3.243 8.811 0.996  0.393
H: 5.371 7.035 1.177  0.411
H: 4.381 4.638 2.235  0.408

=====

DFT (ωB97M-V with the def2-TZVPD basis set) results for 2 unconnected molecules or ions with the total composition C6H8FO5S at a distorted geometry.

Calculated values
**Total charge**: -1
**2S+1**: 1
**LUMO (alpha / beta)**: 0.09421 / 0.05468 Ha
**HOMO-LUMO gap (alpha / beta)**: 8.60 / 6.57 eV

Last column: natural (NBO) charge in e.
Atoms and positions in Å:
C: 1.562 -0.107 2.396  0.415
C: -1.490 -0.586 -0.994  0.423
C: 1.503 1.398 2.136  -0.733
C: -1.844 -2.044 -1.456  -0.720
C: 0.455 -0.808 1.848  -0.290
C: -0.279 -0.074 -1.634  0.056
O: 0.011 2.298 -0.433  -0.971
O: 2.425 -0.604 3.132  -0.547
O: -2.239 0.018 -0.273  -0.555
O: 1.505 1.510 -2.183  -0.989
O: -0.903 1.860 -2.708  -0.960
F: 0.236 -0.977 -2.516  -0.331
S: 0.160 1.661 -1.711  2.393
H: 2.017 2.156 2.926  0.210
H: 1.802 1.687 1.102  0.275
H: 0.478 1.665 1.983  0.241
H: -2.005 -1.969 -2.550  0.224
H: -0.870 -2.494 -1.219  0.227
H: -2.792 -2.376 -1.001  0.221
H: -0.308 -0.349 1.135  0.231
H: 0.575 -1.865 2.020  0.180

=====

DFT (ωB97M-V with the def2-TZVPD basis set) results for a molecular structure, C10H13NNdPS at a distorted geometry.

Calculated values
**Total charge**: 0
**2S+1**: 4
**LUMO (alpha / beta)**: -0.04645 / -0.04393 Ha
**<S²>**: 4.1746
**HOMO-LUMO gap (alpha / beta)**: 4.36 / 4.54 eV
**Energy relative to the best compared isomer or geometry (same formula, charge and spin)**: 0.4194 eV

Last column: Mulliken spin population.
Atoms and positions in Å:
C: 2.277 -0.656 -0.604  -0.021
C: 3.594 -0.147 -0.409  0.012
C: 4.276 -0.989 0.518  -0.031
C: 3.390 -2.047 0.899  0.011
C: 2.151 -1.859 0.233  -0.020
Nd: -1.339 -0.525 0.323  3.479
P: -1.351 -0.521 -2.717  0.006
H: 1.507 -0.258 -1.269  0.003
H: 4.000 0.745 -0.880  0.000
H: 5.291 -0.857 0.882  0.000
H: 1.265 -2.497 0.296  -0.001
H: 3.615 -2.863 1.584  0.000
H: -1.080 -1.806 -3.295  0.001
H: -0.524 0.245 -3.604  0.000
H: -2.606 -0.301 -3.381  0.001
S: 0.197 0.196 2.515  -0.068
C: -1.131 1.132 1.995  -0.120
N: -0.928 1.988 0.899  -0.105
C: -1.741 1.913 -0.220  -0.085
C: -2.997 1.312 -0.100  0.056
C: -3.384 0.717 1.127  -0.178
C: -2.449 0.644 2.175  0.046
H: -0.028 2.472 0.819  0.015
H: -1.352 2.377 -1.127  0.001
H: -3.666 1.282 -0.957  0.010
H: -4.361 0.248 1.230  -0.021
H: -2.625 0.054 3.067  0.010

=====

DFT (ωB97M-V with the def2-TZVPD basis set) results for 5 unconnected molecules or ions with the total composition CH11O4S.

Calculated values
**Total charge**: -1
**2S+1**: 1
**LUMO**: 0.13846 Ha
**HOMO-LUMO gap**: 7.48 eV
**Energy relative to the best compared isomer or geometry (same formula, charge and spin)**: 0.2262 eV

Last column: natural (NBO) charge in e.
Atoms and positions in Å:
C: -2.605 0.527 0.475  -0.732
S: -1.262 1.195 -0.537  -0.669
H: -2.229 -0.010 1.347  0.183
H: -3.279 -0.160 -0.048  0.178
H: -3.280 1.286 0.856  0.178
H: 0.105 -1.446 -2.027  0.469
H: 0.189 -0.543 -0.828  0.492
O: 0.728 -1.201 -1.331  -1.019
H: 0.767 2.344 1.343  0.462
H: 0.550 1.076 0.706  0.474
O: 1.248 1.506 1.261  -1.002
H: 0.837 -2.557 0.339  0.498
H: 0.644 -2.493 1.828  0.463
O: 0.751 -3.133 1.114  -0.970
H: 2.393 0.560 -1.934  0.476
H: 1.837 1.629 -1.011  0.488
O: 2.606 1.420 -1.555  -0.969

=====

no.,total energy (eV)
1,-71713.7480
2,-30139.6184
3,-47465.3846
4,-20242.6957